# CH12CdO9

CH12CdO9 as an isolated structure at a distorted geometry (the ωB97M-V functional and the def2-TZVPD basis, the OMol25 dataset).

Atoms and positions in Å:
Cd1 -0.060 -0.167 0.173
C1 1.486 -2.296 0.204
O1 1.728 -1.225 0.908
O2 2.574 -2.803 -0.020
O3 0.531 -2.139 -0.595
O4 0.399 0.699 2.272
H1 1.119 0.228 2.704
H2 0.653 1.657 2.189
O5 0.650 0.136 -2.136
H3 1.396 0.687 -2.431
H4 0.614 -0.487 -2.862
O6 -1.614 -1.194 1.641
H5 -2.449 -1.299 1.211
H6 -1.469 -2.022 2.027
O7 -1.373 1.730 0.276
H7 -1.864 1.849 -0.536
H8 -0.663 2.384 0.222
O8 -1.974 -0.602 -1.186
H9 -1.584 -1.074 -1.889
H10 -2.907 -0.627 -1.421
O9 1.378 1.919 -0.127
H11 2.214 2.145 0.188
H12 1.205 2.510 -0.812

Energy relative to the best compared isomer or geometry (same formula, charge and spin) in kJ/mol: 112.91
Kohn-Sham gap in eV: 4.639
HOMO energy in eV: -5.43

---

# CH12LiN2O5

CH12LiN2O5 as an isolated structure at a distorted geometry (the ωB97M-V functional and the def2-TZVPD basis, the OMol25 dataset).

Atoms and positions in Å:
Li1 0.890 1.671 0.976
C1 -2.056 -2.975 -2.034
O1 -1.417 -2.054 -1.717
N1 -3.090 -2.848 -2.744
N2 -1.858 -4.276 -1.749
H1 -3.294 -1.882 -2.956
H2 -3.800 -3.520 -3.000
H3 -0.931 -4.463 -1.395
H4 -2.533 -5.023 -1.825
O2 3.642 -0.438 3.357
H5 4.283 -0.424 2.646
H6 4.147 -0.687 4.131
O3 0.752 5.538 0.792
H7 0.728 5.857 -0.110
H8 -0.003 5.951 1.212
O4 4.339 1.576 -1.269
H9 5.296 1.582 -1.305
H10 4.067 2.104 -2.020
O5 -2.675 1.453 2.911
H11 -3.212 2.139 3.307
H12 -3.274 0.717 2.793

Energy relative to the best compared isomer or geometry (same formula, charge and spin) in kJ/mol: 321.93
Net charge: +1
Kohn-Sham gap in eV: 7.366
HOMO energy in eV: -12.01

---

# CH12N2O4

A 5-piece molecular cluster, CH12N2O4 overall at a distorted geometry (the ωB97M-V functional and the def2-TZVPD basis, the OMol25 dataset).

Atoms and positions in Å:
N1 -0.572 2.062 -0.914
C1 -1.359 1.022 -1.267
N2 -0.937 -0.172 -1.452
H1 0.441 1.972 -0.853
H2 -0.985 2.929 -0.632
H3 -2.404 1.305 -1.337
H4 -1.552 -0.718 -2.038
H5 -1.270 -3.234 1.544
H6 -0.045 -2.388 1.369
O1 -0.776 -2.769 0.860
H7 2.176 0.621 -0.491
H8 2.528 1.538 0.654
O2 2.537 1.512 -0.310
H9 1.839 -1.831 -1.623
H10 0.838 -0.644 -1.590
O3 1.802 -0.877 -1.525
H11 -1.439 -0.391 3.451
H12 -0.148 0.376 3.286
O4 -0.675 -0.315 2.868

Energy relative to the best compared isomer or geometry (same formula, charge and spin) in kJ/mol: 80.66
SMILES string: [H]/N=C/N.O.O.O.O
Kohn-Sham gap in eV: 9.589
HOMO energy in eV: -9.19

---

# CH12N4P2Si

A 2-piece molecular cluster, CH12N4P2Si overall at a distorted geometry (the ωB97M-V functional and the def2-TZVPD basis, the OMol25 dataset).

Atoms and positions in Å:
C1 1.897 1.134 -1.619
N1 -1.328 0.936 1.881
N2 -0.579 0.639 -2.362
N3 1.358 -1.419 -1.869
N4 1.223 -0.530 0.504
Si1 -2.180 -0.193 2.851
P1 0.611 1.818 -2.545
P2 2.339 -0.498 -0.821
H1 2.705 1.782 -1.468
H2 -1.469 2.013 2.004
H3 -0.510 0.808 1.323
H4 -1.627 0.784 -2.477
H5 -0.382 -0.066 -1.705
H6 1.573 -1.272 -2.911
H7 1.465 -2.413 -1.790
H8 1.497 -0.786 1.381
H9 0.513 -1.272 0.339
H10 -3.000 -1.317 2.293
H11 -3.094 0.797 3.532
H12 -1.014 -0.947 3.459

Energy relative to the best compared isomer or geometry (same formula, charge and spin) in kJ/mol: 55.00
SMILES string: N/P=C\P(N)N.N[SiH3]
Kohn-Sham gap in eV: 8.496
HOMO energy in eV: -8.16

---

# CH12NO4

A 5-piece molecular cluster, CH12NO4 overall at a distorted geometry (the ωB97M-V functional and the def2-TZVPD basis, the OMol25 dataset).

Atoms and positions in Å:
C1 0.372 0.639 -0.979
N1 -0.737 0.316 -0.406
H1 0.425 1.047 -2.062
H2 1.371 0.417 -0.436
H3 -0.625 -0.136 0.474
H4 -1.766 0.418 -0.590
H5 -2.859 1.566 -2.676
H6 -2.722 2.756 -1.724
O1 -2.479 1.810 -1.801
H7 0.613 3.189 -0.151
H8 -0.357 4.088 -0.878
O2 -0.137 3.109 -0.718
H9 2.001 -1.958 1.151
H10 0.735 -2.558 1.292
O3 1.097 -1.561 1.126
H11 2.189 -5.026 2.625
H12 0.948 -4.029 2.942
O4 1.931 -4.087 2.810

Energy relative to the best compared isomer or geometry (same formula, charge and spin) in kJ/mol: 167.29
Net charge: +1
Kohn-Sham gap in eV: 10.367
HOMO energy in eV: -14.55

---

# CH12Ni3O9

CH12Ni3O9 as an isolated structure at a distorted geometry (the ωB97M-V functional and the def2-TZVPD basis, the OMol25 dataset).

Atoms and positions in Å:
Ni1 1.799 -0.988 0.070
Ni2 -3.480 0.459 1.213
Ni3 -1.197 -2.439 2.138
C1 -0.421 0.127 0.639
O1 -0.183 -1.068 0.827
O2 0.685 0.624 0.325
O3 -1.554 0.623 0.550
O4 2.879 -0.567 1.805
H1 2.904 0.180 2.404
H2 3.566 -1.152 2.124
O5 0.570 3.359 1.300
H3 0.707 2.444 1.054
H4 0.054 3.316 2.105
O6 0.763 2.611 -1.899
H5 0.726 2.004 -1.159
H6 0.043 3.222 -1.743
O7 -1.649 -3.558 0.585
H7 -1.703 -3.232 -0.314
H8 -2.023 -4.438 0.544
O8 -1.977 0.909 -2.296
H9 -1.583 0.867 -1.425
H10 -2.168 1.837 -2.429
O9 1.247 -1.569 -1.817
H11 0.363 -1.923 -1.909
H12 1.630 -1.648 -2.691

Net charge: +4
Spin multiplicity: 7
⟨S²⟩: 12.05
Kohn-Sham gap (alpha / beta) in eV: 7.900 / 4.217
HOMO energy (alpha / beta) in eV: -24.49 / -23.01